(a)
C4H11NO3 | ωB97M-V with the def2-TZVPD basis set

Computed properties:
- E_HOMO (eV) = 0.6
- multiplicity = 1
- LUMO level (eV) = 7.1
- total charge = -2
- molecular weight (g/mol) = 121.14

Structure (XYZ):
```
19
C4H11NO3 ωB97M-V with the def2-TZVPD basis set
O 1.422 2.810 1.263
O -1.036 0.576 -2.518
O -1.963 -1.904 -1.258
N 0.721 0.892 0.271
C -0.077 -1.277 -0.026
C 1.965 1.783 0.821
C 0.336 -0.254 1.012
C -1.658 -1.411 -0.052
H -0.394 -0.126 1.829
H -0.001 1.683 0.207
H 1.301 -0.581 1.514
H -1.379 -0.390 -2.189
H -2.048 -2.171 0.691
H -2.155 -0.473 0.018
H 0.167 -0.762 -1.057
H 2.687 1.123 1.402
H -0.573 0.910 -1.722
H 0.221 -2.327 -0.087
H 2.465 1.898 -0.118
```

(b)
C4H11NO3 | ωB97M-V with the def2-TZVPD basis set

Computed properties:
- E_HOMO (eV) = 0.3
- multiplicity = 1
- LUMO level (eV) = 7.0
- total charge = -2
- molecular weight (g/mol) = 121.14

Structure (XYZ):
```
19
C4H11NO3 ωB97M-V with the def2-TZVPD basis set
O -0.651 -2.004 -2.879
O 1.082 -2.355 -0.977
O -1.065 1.476 2.709
N -0.933 0.997 0.372
C -1.695 1.605 1.536
C 0.485 1.092 0.441
C 1.314 -1.470 0.059
C 1.209 0.005 -0.483
H 0.476 -1.517 0.795
H -1.997 2.612 1.158
H -1.147 -1.365 -2.351
H 0.789 1.147 1.493
H 0.624 -0.147 -1.389
H -2.779 1.253 1.542
H 0.817 2.107 0.115
H -1.249 0.036 0.405
H 0.244 -1.997 -2.396
H 2.257 -1.775 0.556
H 2.220 0.300 -0.705
```

The data favor (b); the next most stable structure lies 25.2 kcal/mol above it.